Run A
{"formula": "C5H8N4", "method": "ωB97M-V with the def2-TZVPD basis set", "lumo_ev": 0.30, "total_charge": 0, "mol_weight_g_mol": 124.15, "multiplicity": 1, "orbital_gap_ev": 8.16, "species": ["C", "C", "C", "C", "C", "H", "H", "H", "H", "H", "H", "H", "H", "N", "N", "N", "N"], "positions_angstrom": [[-1.21765, 0.23116, 0.25228], [-1.08687, -1.32721, -0.19399], [1.44204, -1.62507, -0.07361], [1.63872, 0.48230, -0.07401], [0.33845, 0.25923, -0.00013], [-3.05143, 1.67453, 0.51981], [-1.93185, 1.59722, -1.30913], [-1.67844, 0.27149, 1.25192], [-1.48501, -2.30707, 0.27094], [-1.80223, -1.22685, -1.04642], [1.42340, -2.80096, 0.35242], [3.17918, 1.74192, -0.05852], [1.79402, 2.27902, 0.65857], [-2.29152, 0.84699, -0.25603], [0.29823, -1.14287, 0.03551], [2.37493, -0.68820, -0.20770], [2.05604, 1.73438, -0.12191]]}


Run B
{"formula": "C5H8N4", "method": "ωB97M-V with the def2-TZVPD basis set", "lumo_ev": [0.48, 0.41], "total_charge": 0, "mol_weight_g_mol": 124.15, "multiplicity": 1, "orbital_gap_ev": [7.16, 7.07], "species": ["C", "C", "C", "C", "C", "N", "N", "N", "N", "H", "H", "H", "H", "H", "H", "H", "H"], "positions_angstrom": [[2.62231, -1.48861, 0.45605], [-1.82137, 2.16103, 0.39848], [-0.80753, 1.38219, 0.63805], [-1.30662, -0.41987, -1.18374], [-0.35278, 0.28238, -0.18152], [2.63676, -0.54950, 1.36698], [1.48515, -1.54015, -0.25877], [1.54060, 0.17629, 1.24254], [0.74868, -0.37894, 0.31417], [3.47460, -1.96407, 0.19895], [-2.02849, 3.07416, 0.95098], [-2.58876, 1.79051, -0.31907], [-0.06666, 1.71380, 1.37122], [-1.07168, -1.48721, -1.13361], [-1.38459, -0.28032, -2.27577], [-2.27136, -0.16811, -0.81493], [1.19173, -2.30358, -0.77001]]}


Run C
{"formula": "C5H8N4", "method": "ωB97M-V with the def2-TZVPD basis set", "lumo_ev": 0.07, "total_charge": 0, "mol_weight_g_mol": 124.15, "multiplicity": 1, "orbital_gap_ev": 7.49, "species": ["C", "C", "C", "C", "N", "N", "N", "C", "N", "H", "H", "H", "H", "H", "H", "H", "H"], "positions_angstrom": [[-1.72240, -0.39004, -1.15646], [0.53852, -0.41251, -0.14240], [1.17643, 0.01265, 1.13398], [-0.56278, 0.31452, -0.49044], [0.92241, -1.63800, -0.65778], [-0.65587, 1.70098, -0.44008], [2.36013, -0.33419, 1.53130], [0.27297, 0.63003, 2.13330], [-0.30443, 1.07560, 3.03941], [0.74382, -1.71982, -1.65472], [1.88752, -1.84849, -0.38998], [-1.33586, 2.10069, -1.08621], [0.23683, 2.18806, -0.37090], [2.53813, 0.02603, 2.47877], [-1.62619, -0.40642, -2.24304], [-2.65795, 0.11959, -0.89659], [-1.81129, -1.41867, -0.78816]]}


Run D
{"formula": "C5H8N4", "method": "ωB97M-V with the def2-TZVPD basis set", "lumo_ev": 0.11, "total_charge": 0, "mol_weight_g_mol": 124.15, "multiplicity": 1, "orbital_gap_ev": 7.71, "species": ["C", "C", "C", "C", "C", "H", "H", "H", "H", "H", "H", "H", "H", "N", "N", "N", "N"], "positions_angstrom": [[1.34004, -0.55907, -0.28010], [-0.39211, 0.90019, 0.07745], [-1.37497, -0.20173, 0.03002], [-0.83842, -1.37308, 0.03242], [-2.83508, 0.06530, 0.31397], [3.69217, 0.29299, -1.30484], [4.24079, 0.35645, 0.38770], [1.56436, 1.50200, 0.00775], [-1.25276, 1.95343, -0.00692], [-1.49764, -2.31424, 0.46693], [-3.39755, 0.84219, -0.62221], [-3.06726, 0.76171, 1.40688], [-3.33091, -0.84474, 0.68230], [3.27074, 0.40620, -0.46163], [2.59085, -0.77778, -0.47822], [0.83656, 0.65647, -0.06269], [0.45119, -1.66628, -0.18881]]}


Bottom line: run C, by a margin of 3.646 eV.


Run A
{"formula": "BaH16O8", "method": "ωB97M-V with the def2-TZVPD basis set", "lumo_ev": -6.12, "total_charge": 2, "mol_weight_g_mol": 281.45, "multiplicity": 1, "orbital_gap_ev": 12.54, "species": ["Ba", "O", "H", "H", "O", "H", "H", "O", "H", "H", "O", "H", "H", "O", "H", "H", "O", "H", "H", "O", "H", "H", "O", "H", "H"], "positions_angstrom": [[0.00598, -0.00274, -0.20736], [-1.32348, 1.62087, -2.22849], [-1.91554, 1.53156, -2.95281], [-1.49905, 2.52317, -1.84653], [1.02702, -1.82737, -1.93404], [0.59777, -2.59046, -2.30285], [1.88279, -1.72625, -2.38473], [-0.18897, 2.61599, 0.47061], [0.46870, 3.25720, 0.60452], [-0.66331, 2.51583, 1.32545], [2.05859, 1.16355, -1.64445], [2.89090, 1.65260, -1.68854], [1.67254, 1.29481, -2.51904], [-1.32220, 0.47030, 2.33330], [-0.77823, 0.26923, 3.13004], [-2.25644, 0.63412, 2.63933], [-2.39960, -1.26915, -0.41266], [-2.42877, -2.14656, 0.03082], [-3.34178, -1.04797, -0.67603], [0.19137, -2.72121, 1.14974], [-0.32154, -2.77166, 1.97475], [0.98597, -3.26644, 1.28616], [1.94044, -0.01997, 1.66219], [2.69533, 0.58927, 1.86423], [2.02151, -0.74871, 2.32639]]}


Run B
{"formula": "BaH16O8", "method": "ωB97M-V with the def2-TZVPD basis set", "lumo_ev": -6.43, "total_charge": 2, "mol_weight_g_mol": 281.45, "multiplicity": 1, "orbital_gap_ev": 11.53, "species": ["Ba", "O", "H", "H", "O", "H", "H", "O", "H", "H", "O", "H", "H", "O", "H", "H", "O", "H", "H", "O", "H", "H", "O", "H", "H"], "positions_angstrom": [[0.32620, -0.58024, 0.03008], [-0.61180, 1.19876, 2.00508], [-0.29580, 1.55676, 2.81208], [-1.13080, 1.90576, 1.60708], [-2.18580, 0.43576, -0.61292], [-2.19380, 1.37676, -0.60892], [-2.96180, -0.02524, -0.91992], [0.75220, -1.26224, 2.89108], [1.49320, -1.36324, 3.46608], [0.10220, -1.79624, 3.33608], [2.74820, 0.47176, -1.30992], [3.67820, 0.56676, -1.50892], [2.40520, 0.94776, -2.04192], [-2.02080, -1.03524, 1.92008], [-1.56580, -0.26124, 2.31208], [-2.91980, -1.04124, 2.18908], [0.06120, 0.05976, -2.71192], [-0.42780, 0.71976, -3.17392], [0.58620, -0.48524, -3.33892], [0.39020, 2.16176, -0.56492], [-0.27480, 2.65676, -0.08492], [1.23220, 2.43276, -0.13992], [0.99520, -2.58124, -1.64992], [1.45120, -3.38624, -1.51092], [0.36720, -2.67324, -2.39092]]}


Bottom line: run A, by a margin of 1.047 eV.


Run A
{"formula": "C7H13N4O", "method": "ωB97M-V with the def2-TZVPD basis set", "lumo_ev": -3.65, "total_charge": 1, "mol_weight_g_mol": 169.21, "multiplicity": 1, "orbital_gap_ev": 9.64, "species": ["C", "C", "C", "C", "C", "C", "C", "N", "N", "N", "N", "O", "H", "H", "H", "H", "H", "H", "H", "H", "H", "H", "H", "H", "H"], "positions_angstrom": [[2.65308, -1.19606, -0.33600], [0.33817, -1.28344, -0.88667], [-1.94913, -1.03029, 0.91677], [-2.65493, -0.65292, -0.93615], [2.51149, -0.17656, 0.79631], [-2.07024, 0.29970, 0.15707], [-0.81016, 0.93077, -0.24234], [1.43436, -1.75252, -0.73462], [0.15582, 0.17410, -0.69096], [2.94402, 0.21609, -0.52468], [-0.63179, 2.22360, -0.15146], [-2.41585, -1.83362, -0.17441], [3.47901, -1.85032, -0.23428], [-0.47494, -1.91154, -1.09978], [-0.94480, -1.27525, 1.22361], [-2.66643, -1.26349, 1.68869], [-3.72745, -0.56007, -1.13220], [-2.04822, -0.57600, -1.78962], [3.10559, -0.38157, 1.56190], [-2.73014, 1.00412, 0.57386], [1.59956, 0.20643, 0.97844], [0.92262, 0.70310, -1.14145], [3.85970, 0.64336, -0.69633], [0.04575, 2.56554, -0.81405], [-1.38453, 2.86789, 0.04683]]}


Run B
{"formula": "C7H13N4O", "method": "ωB97M-V with the def2-TZVPD basis set", "lumo_ev": -3.63, "total_charge": 1, "mol_weight_g_mol": 169.21, "multiplicity": 1, "orbital_gap_ev": 9.40, "species": ["C", "C", "C", "C", "C", "C", "C", "N", "N", "N", "N", "O", "H", "H", "H", "H", "H", "H", "H", "H", "H", "H", "H", "H", "H"], "positions_angstrom": [[-1.66348, 1.50692, 1.43393], [-0.66971, -0.19161, 0.09940], [0.03023, 0.72028, -0.65173], [-0.49457, -1.63441, 0.21944], [0.00742, 2.17767, -0.31080], [1.10160, 0.21992, -1.57860], [-0.12821, -3.70866, -0.88322], [-1.56611, 0.26513, 1.06256], [-0.97309, 2.41628, 0.84101], [1.30052, 2.77845, -0.01575], [-0.10490, -2.30612, -0.84955], [-0.55099, -2.01160, 1.36620], [-2.19872, 1.62740, 2.34251], [-0.45165, 2.61137, -1.08199], [0.95724, 0.74584, -2.50622], [1.11596, -0.93016, -1.72212], [2.10896, 0.48087, -1.26531], [-1.05253, -4.11435, -0.61248], [0.18323, -4.00895, -1.94551], [0.74712, -4.04057, -0.27500], [-1.68940, -0.52347, 1.71525], [-1.04244, 3.41303, 1.17999], [1.27474, 3.71678, 0.37136], [1.99796, 2.23004, 0.49541], [-0.11751, -1.85883, -1.73452]]}


Bottom line: run B, by a margin of 3.080 eV.